Molecular formula: C4H6O2
Method: DFT, wB97M-V/def2-TZVPD

2S+1: 1
LUMO: 0.95 eV
E_HOMO: -9.47 eV
Relative energy (zero: lowest compared OMol25 entry of this formula, charge and spin): 83.7 kcal/mol

Last column: Mulliken charge in e.
Element x y z (Å)
1 O 2.2795 -0.7551 -0.1612  -0.48
2 C 1.0826 -0.4977 -0.7020  -0.12
3 O 0.9623 1.1802 -0.4953  -0.64
4 C 0.0490 0.2389 -0.0658  0.88
5 C -0.8441 0.0740 1.0895  -0.61
6 C -1.3971 0.2480 -0.3250  -0.70
7 H 2.4030 0.0691 0.3449  0.37
8 H 0.8837 -1.1308 -1.5780  0.36
9 H -0.9170 -0.9165 1.5325  0.24
10 H -0.9276 0.9130 1.7680  0.24
11 H -1.8133 1.2197 -0.5735  0.23
12 H -1.8222 -0.6037 -0.8467  0.24



Molecular formula: C9H14O
Method: DFT, wB97M-V/def2-TZVPD

2S+1: 1
LUMO: 0.97 eV
E_HOMO: -8.35 eV
Relative energy (zero: lowest compared OMol25 entry of this formula, charge and spin): 24.9 kcal/mol

Last column: Mulliken charge in e.
Element x y z (Å)
1 C 0.2102 -0.8190 -3.1752  -1.54
2 C 0.2223 -0.7565 -1.6673  0.92
3 C -0.8836 -1.3214 -1.0121  -0.40
4 C -0.8056 -1.4710 0.3786  -0.73
5 C 0.2516 -0.7944 1.0046  0.56
6 O -0.0519 -0.6686 2.3720  -0.57
7 C 1.3203 -0.1773 0.4084  -0.65
8 C 1.3398 -0.2591 -0.9851  -0.51
9 H 1.0002 -0.2417 -3.6501  0.37
10 H -0.7338 -0.5017 -3.6085  0.33
11 H 0.4556 -1.8201 -3.5598  0.32
12 H -1.8804 -1.5381 -1.3990  0.32
13 H -1.5642 -1.9698 0.9646  0.37
14 H 0.4990 0.0603 2.6721  0.31
15 H 2.1223 0.1829 1.0178  0.54
16 H 2.1245 0.0978 -1.6724  0.29
17 C -0.1643 2.6706 1.7094  -0.61
18 C -1.1072 2.3086 0.5572  -0.68
19 H -0.5995 2.2363 2.6194  0.18
20 H 0.7585 2.1067 1.5874  0.10
21 H -0.1027 3.7519 1.9133  0.34
22 H -1.8346 3.0498 0.2629  0.40
23 H -1.5493 1.3114 0.5279  0.19
24 H -0.4563 2.1408 -0.3545  0.15



Molecular formula: C7H9BN2O2S
Method: DFT, wB97M-V/def2-TZVPD

2S+1: 1
LUMO: 0.48 eV
E_HOMO: -8.31 eV

Last column: Mulliken charge in e.
Element x y z (Å)
1 B 1.7898 0.2700 1.6363  0.51
2 C -0.9362 -1.3562 -2.6932  -0.33
3 C -0.6596 -2.1302 -1.5689  -0.35
4 C -0.7389 0.0055 -2.5973  -0.47
5 C -0.1667 -1.5323 -0.3997  -0.54
6 C -0.3072 0.6250 -1.4029  -0.27
7 C -0.1058 -0.1951 -0.3742  0.21
8 C -0.4540 1.4549 1.7376  0.38
9 N -1.6629 1.4317 1.1973  -0.34
10 N 0.4497 0.6374 1.2737  -0.19
11 O 2.3297 -0.6549 0.8883  -0.62
12 O 2.3924 0.6969 2.6674  -0.44
13 S -0.1879 2.3061 3.1348  -0.53
14 H -1.1464 -2.0059 -3.6414  0.26
15 H -0.7193 -3.2458 -1.5939  0.31
16 H -0.8668 0.5174 -3.5871  0.30
17 H 0.2200 -2.0321 0.4380  0.46
18 H -0.2014 1.6332 -1.1484  0.63
19 H -1.8419 1.1479 0.2764  0.27
20 H -2.2325 2.1625 1.4335  0.23
21 H 3.0919 -1.1640 1.1981  0.34
22 H 1.9542 1.4282 3.1257  0.19



Molecular formula: C6H13N2O
Method: DFT, wB97M-V/def2-TZVPD

Total charge: +1
2S+1: 1
LUMO: -4.55 eV
E_HOMO: -13.49 eV
Relative energy (zero: lowest compared OMol25 entry of this formula, charge and spin): 124.2 kcal/mol

Last column: Mulliken charge in e.
Element x y z (Å)
1 C 1.1046 -1.6657 0.0813  -0.96
2 N 0.4686 -0.4186 0.3603  0.37
3 C 0.8619 0.1019 1.7688  -0.55
4 N 0.2217 -0.7505 2.7225  0.13
5 O 0.2355 -0.5088 3.8883  -0.34
6 C -1.0253 -0.6230 0.3322  -0.47
7 C -1.5990 0.7296 -0.1760  -0.73
8 C -0.4718 1.3843 -1.0119  -0.22
9 C 0.7541 0.5181 -0.7838  -0.70
10 H 2.1880 -1.7262 0.0349  0.36
11 H 0.8060 -2.5150 0.7460  0.37
12 H 0.5829 -1.8313 -0.8643  0.44
13 H 0.5618 1.1926 1.9831  0.35
14 H 2.0983 0.0169 1.9158  0.38
15 H -1.5423 -0.8855 1.3025  0.30
16 H -1.2729 -1.3610 -0.4525  0.40
17 H -1.9388 1.4204 0.5781  0.32
18 H -2.4843 0.6190 -0.7386  0.42
19 H -0.8480 1.5203 -2.0928  0.31
20 H -0.2067 2.4329 -0.5152  0.24
21 H 1.0378 0.0644 -1.7635  0.28
22 H 1.7410 1.1974 -0.6503  0.31



Molecular formula: C5H10O
Method: DFT, wB97M-V/def2-TZVPD

2S+1: 1
LUMO: 0.85 eV
E_HOMO: -7.89 eV
Relative energy (zero: lowest compared OMol25 entry of this formula, charge and spin): 93.5 kcal/mol

Last column: Mulliken charge in e.
Element x y z (Å)
1 C -1.1547 -0.7885 -1.1244  -1.13
2 C -0.9831 -0.4525 0.3389  -0.05
3 C 0.5920 -0.0343 1.2213  -0.11
4 C 1.8070 -0.1632 0.3226  -1.13
5 C -0.4343 0.9103 0.6945  -0.19
6 O -0.1881 1.6726 -0.4717  -0.56
7 H -0.2059 -0.7542 -1.6649  0.24
8 H -1.8182 -0.0519 -1.5900  0.30
9 H -1.5929 -1.7842 -1.2415  0.38
10 H -1.8147 -0.7425 0.9841  0.47
11 H -0.1519 -1.1342 0.9473  0.11
12 H 2.5208 0.5708 0.7262  0.35
13 H 2.2895 -1.1398 0.4283  0.30
14 H 1.6779 0.0706 -0.7432  0.33
15 H -1.0162 1.4816 1.4223  0.36
16 H 0.4730 2.3396 -0.2500  0.32



Molecular formula: C31H61BO14S
Method: DFT, wB97M-V/def2-TZVPD

2S+1: 1
LUMO: 0.30 eV
E_HOMO: -9.22 eV
Relative energy (zero: lowest compared OMol25 entry of this formula, charge and spin): 55.8 kcal/mol

Last column: Mulliken charge in e.
Element x y z (Å)
1 C -4.2949 -4.4946 -0.8203  -0.77
2 C -3.4365 -4.4705 -2.1872  -0.26
3 O -3.4347 -3.0832 -2.6922  -0.52
4 B -2.0648 -2.8872 -3.1351  0.97
5 O -1.5974 -3.4492 -4.3653  -0.64
6 C -1.1188 -2.0197 -2.1046  0.62
7 O 0.3178 -2.3190 -2.2656  -0.26
8 S 1.2322 -0.8978 -2.3805  1.07
9 O 2.3776 -0.8876 -3.3394  -0.61
10 O 1.6546 -0.3971 -1.0230  -0.49
11 O -0.0195 -0.0170 -3.1202  -0.54
12 C -1.1303 -0.4089 -2.2546  -0.25
13 C -2.5104 0.3516 -2.5127  -0.39
14 C -2.1974 1.9422 -2.2877  -0.54
15 C -3.1535 2.4135 -1.0995  0.37
16 O -4.2376 2.9527 -1.4182  -0.60
17 O -2.7385 2.1954 0.2369  -0.38
18 H -3.9964 -3.6429 -0.1284  0.05
19 H -5.3971 -4.3718 -1.1167  0.30
20 H -4.1211 -5.5001 -0.2929  0.31
21 H -3.9187 -5.1117 -3.0124  0.26
22 H -2.3490 -4.7992 -2.0164  0.20
23 H -2.3132 -3.3454 -5.0410  0.28
24 H -1.4617 -2.1339 -1.0093  -0.18
25 H -0.8774 -0.0918 -1.1716  0.32
26 H -3.3439 0.0455 -1.7826  0.29
27 H -2.8063 0.1622 -3.6006  0.38
28 H -1.1187 2.0636 -1.8950  0.30
29 H -2.3512 2.4999 -3.2643  0.36
30 H -1.7862 1.9370 0.1968  0.32
31 C -3.5419 -1.8793 3.9586  -0.58
32 C -4.4873 -2.6027 4.8919  -0.55
33 C -5.2642 -3.4836 3.9331  -0.44
34 O -4.3798 -3.7978 2.8485  -0.39
35 C -3.2228 -2.9545 2.9387  0.13
36 H -2.6529 -1.4841 4.4527  0.35
37 H -4.0631 -1.0471 3.4741  0.25
38 H -3.9164 -3.2232 5.5904  0.26
39 H -5.1276 -1.9365 5.4725  0.33
40 H -6.1287 -2.9542 3.5184  0.28
41 H -5.6131 -4.4070 4.4010  0.26
42 H -2.3812 -3.5744 3.2659  0.26
43 H -2.9900 -2.5429 1.9535  -0.16
44 C 3.4775 -0.8597 1.6802  -0.29
45 C 4.1795 -1.2509 2.9625  -0.40
46 C 3.0387 -1.8169 3.7862  -0.56
47 O 2.1012 -2.3836 2.8614  -0.46
48 C 2.4501 -1.9635 1.5341  0.03
49 H 4.1443 -0.7826 0.8198  0.17
50 H 2.9749 0.1042 1.8116  0.34
51 H 4.9170 -2.0343 2.7575  0.09
52 H 4.6906 -0.4218 3.4551  0.39
53 H 2.5232 -1.0288 4.3459  0.28
54 H 3.3697 -2.5841 4.4901  0.31
55 H 2.8693 -2.8288 1.0082  0.13
56 H 1.5547 -1.6355 1.0051  -0.02
57 C 6.3293 -2.1852 -1.3728  -0.21
58 C 6.7445 -2.3397 0.0738  -0.48
59 C 6.2564 -3.7388 0.3948  -0.15
60 O 6.3212 -4.4898 -0.8245  -0.45
61 C 6.5486 -3.5845 -1.9135  -0.53
62 H 6.8957 -1.4257 -1.9142  0.38
63 H 5.2670 -1.9248 -1.4286  -0.03
64 H 7.8358 -2.2973 0.1530  0.33
65 H 6.3247 -1.5798 0.7352  0.26
66 H 5.2127 -3.7293 0.7280  0.05
67 H 6.8618 -4.2292 1.1608  0.29
68 H 7.5812 -3.7214 -2.2531  0.26
69 H 5.8758 -3.8261 -2.7391  0.30
70 C -1.8749 6.0788 2.4571  -0.70
71 C -0.4168 6.3245 2.7802  -0.25
72 C 0.1291 4.9132 2.8709  -0.40
73 O -0.6500 4.1091 1.9730  -0.36
74 C -1.7965 4.8635 1.5549  -0.25
75 H -2.3700 6.9287 1.9845  0.39
76 H -2.4211 5.8300 3.3729  0.29
77 H 0.0616 6.8576 1.9519  0.23
78 H -0.2595 6.9008 3.6924  0.16
79 H 0.0076 4.5038 3.8794  0.25
80 H 1.1846 4.8533 2.5959  0.19
81 H -1.6424 5.1549 0.5097  0.19
82 H -2.6888 4.2386 1.6137  0.25
83 C 4.3205 7.5969 5.4992  -0.55
84 C 3.4743 8.7346 6.0266  -0.58
85 C 2.2311 8.6280 5.1653  -0.49
86 O 2.0755 7.2420 4.8307  -0.26
87 C 3.2749 6.5431 5.1916  -0.46
88 H 5.0795 7.2508 6.2026  0.34
89 H 4.8234 7.9051 4.5767  0.27
90 H 3.2191 8.5517 7.0755  0.27
91 H 3.9575 9.7106 5.9584  0.32
92 H 2.3454 9.1878 4.2308  0.31
93 H 1.3343 8.9847 5.6773  0.29
94 H 3.0545 5.9333 6.0745  0.28
95 H 3.5735 5.8804 4.3763  0.26
96 C -3.5787 -2.6134 -9.6234  -0.50
97 C -2.3923 -3.5502 -9.5653  -0.56
98 C -2.1012 -3.5980 -8.0786  -0.43
99 O -3.3546 -3.4105 -7.4024  -0.37
100 C -4.3326 -2.9799 -8.3606  -0.48
101 H -4.1817 -2.7238 -10.5260  0.33
102 H -3.2350 -1.5755 -9.5657  0.26
103 H -2.6859 -4.5432 -9.9207  0.27
104 H -1.5383 -3.2152 -10.1560  0.33
105 H -1.4337 -2.7835 -7.7778  0.31
106 H -1.6555 -4.5459 -7.7690  0.31
107 H -5.0188 -3.8151 -8.5368  0.26
108 H -4.9017 -2.1416 -7.9531  0.27



Molecular formula: C3H9N4S4
Method: DFT, wB97M-V/def2-TZVPD

Total charge: +1
2S+1: 1
LUMO: -5.20 eV
E_HOMO: -12.86 eV
Relative energy (zero: lowest compared OMol25 entry of this formula, charge and spin): 31.6 kcal/mol

Last column: Mulliken charge in e.
Element x y z (Å)
1 C -0.0119 -0.3355 1.0686  -1.49
2 C -0.6579 2.4630 -1.3123  0.34
3 C 0.4407 -0.8997 -0.2978  0.73
4 N 0.0740 1.4398 -1.3077  0.40
5 N 1.2434 1.1172 -1.3592  -0.89
6 N 1.3986 -0.0975 -0.9246  0.26
7 N -1.1282 0.6757 1.0005  -0.39
8 S -0.0829 3.8844 -0.4018  -0.12
9 S -2.3276 2.6136 -2.0755  -0.09
10 S 1.3397 -2.4525 0.1246  -0.22
11 S -1.0699 -1.0592 -1.3738  -0.20
12 H -0.1416 -1.1481 1.6710  0.67
13 H 2.3603 -0.4385 -0.8491  0.25
14 H -1.0000 1.2663 1.8445  0.25
15 H -1.9938 0.2390 0.9295  0.21
16 H 1.2438 3.5089 -0.5682  0.21
17 H 0.8120 0.1085 1.5308  0.52
18 H -2.8317 1.2824 -2.2105  0.18
19 H 1.8533 -2.5686 -1.1512  0.18
20 H -0.3596 -0.9732 -2.5247  0.21



Molecular formula: CH6OS2
Method: DFT, wB97M-V/def2-TZVPD

2S+1: 1
LUMO: 0.23 eV
E_HOMO: -8.67 eV
Relative energy (zero: lowest compared OMol25 entry of this formula, charge and spin): 38.2 kcal/mol

Last column: Mulliken charge in e.
Element x y z (Å)
1 C 2.7171 0.1300 -1.3087  -0.48
2 O 2.5424 0.9089 -2.6109  -0.49
3 H 3.8256 0.1702 -0.9930  0.25
4 H 2.8512 -0.9738 -1.4480  0.25
5 H 2.0368 0.2981 -0.4948  0.18
6 H 1.5988 1.1124 -2.6777  0.29
7 S -1.6250 -0.4435 0.0359  -0.09
8 S -1.1268 -0.0901 1.9900  -0.18
9 H -0.4214 -0.1915 -0.3533  0.09
10 H -2.5056 0.0699 2.2921  0.18